A molecular structure, C46H39ClN2OPSiTc. Source: the Open Molecules 2025 dataset; level of theory: ωB97M-V/def2-TZVPD.

```
92
C46H39ClN2OPSiTc (ωB97M-V/def2-TZVPD)
H 1.142 5.760 -0.019
H -2.557 0.343 1.705
C -4.624 -0.993 -0.618
H -2.333 -0.823 -2.496
C -4.520 -0.404 2.090
H 4.811 -3.928 -2.701
C -2.271 2.749 -0.906
C -2.209 1.954 -3.164
H 0.944 5.835 -2.487
C -3.080 -4.148 -0.697
H 5.582 -1.964 -3.985
C 2.480 1.175 2.750
C -2.047 -3.229 1.034
H -2.706 4.830 -0.654
C 0.163 1.722 2.406
H -3.740 -4.437 1.295
C -0.872 -1.869 2.728
H -0.889 2.501 4.100
H 3.431 0.814 2.382
C 4.588 -1.974 -3.556
C -2.045 -3.396 -1.138
C 5.447 1.095 -0.709
C 1.248 2.436 -0.660
H 1.376 3.625 1.135
C 1.998 -2.031 -2.476
C -5.711 -1.277 0.197
H -2.091 1.143 -3.876
H 6.139 1.845 -1.068
H -2.211 2.569 0.164
C -2.260 -3.713 3.456
C 3.199 0.455 -0.124
C -2.503 3.227 -3.627
C 1.256 3.628 0.063
C 1.038 4.886 -1.976
H 0.097 -0.781 4.289
H 3.738 2.383 -0.877
H -2.609 3.403 -4.690
C -1.956 -3.441 4.771
C -3.437 -0.121 1.270
C -5.657 -0.994 1.555
N -1.407 -2.815 -0.062
H -3.807 -4.734 -1.229
C 4.098 1.401 -0.602
C 5.907 -0.162 -0.353
H -2.923 5.259 -3.082
C -1.730 -2.940 2.416
C -0.564 -1.611 4.073
C 2.367 1.580 4.075
H 1.143 1.571 -2.622
H 5.374 -2.108 0.395
C 1.057 3.705 -2.704
H 0.983 3.729 -3.783
C 0.056 2.130 3.722
H -6.603 -1.719 -0.230
Cl 2.572 -1.969 0.870
H -2.904 -4.554 3.230
H -0.693 1.790 1.744
C -1.102 -2.381 5.077
Si -1.978 -0.103 -1.237
H 0.347 -3.181 -1.880
C -2.096 1.690 -1.798
C 3.686 -0.802 0.227
O -0.381 -1.071 1.794
H 1.085 2.388 5.590
P 1.427 0.802 0.133
H 2.543 -3.985 -1.764
C 2.451 -0.935 -3.210
C -3.463 -0.419 -0.095
H -2.366 -4.058 5.559
H -4.476 -0.169 3.147
N -3.071 -4.031 0.665
C 1.145 4.844 -0.595
C 3.731 -0.899 -3.739
C 5.024 -1.123 0.117
C -2.556 4.026 -1.363
C 2.878 -3.102 -2.298
H -0.861 -2.172 6.111
C 1.162 2.059 4.561
H -0.065 -1.731 -2.806
Tc -0.010 -1.169 -0.139
H -1.732 -3.227 -2.152
H 6.956 -0.407 -0.445
C 0.582 -2.124 -2.016
H 3.232 1.525 4.724
H -4.682 -1.208 -1.679
H -6.504 -1.216 2.192
C 1.379 1.248 1.907
H 1.767 -0.117 -3.408
C -2.679 4.267 -2.725
C 1.146 2.490 -2.049
C 4.154 -3.077 -2.832
H 4.051 -0.039 -4.314
```

Computed properties:
Multiplicity = 2
Orbital gap (spin up / spin down) = 6.27 / 6.82 eV
Total energy = -85245.9216 eV
Net charge = +1
HOMO energy (spin up / spin down) = -10.610 / -10.737 eV

A molecular structure, C46H39N6O7PTi. Source: the Open Molecules 2025 dataset; level of theory: ωB97M-V/def2-TZVPD.

```
100
C46H39N6O7PTi (ωB97M-V/def2-TZVPD)
C -2.285 -3.649 1.163
H 2.960 0.657 -2.737
C 1.620 3.811 0.011
H -6.785 2.391 0.873
C -5.036 1.371 1.578
N 0.056 -0.659 -0.392
O 5.635 6.398 1.173
H -4.412 0.407 4.970
C -1.999 -1.013 -4.753
N 2.371 2.101 -1.421
H -1.515 2.043 7.659
O 0.562 0.718 -2.863
C -4.535 0.229 2.198
O -1.969 0.928 1.489
H -3.176 -1.828 0.473
H -2.179 1.168 -0.515
H 1.935 -3.222 -5.434
C -6.400 1.505 1.362
H 2.900 -3.014 -0.188
C 4.605 1.967 -2.194
H 5.994 3.393 -1.453
C -2.451 0.736 4.149
C -2.466 -2.254 -5.133
C 4.007 3.712 -0.656
H -0.636 -1.390 -0.422
C -6.773 -0.644 2.379
C 0.618 -0.400 0.829
H -3.811 1.243 7.211
C 2.704 3.195 -0.708
H -1.309 5.248 1.951
C -0.612 3.807 0.518
H 2.180 -1.633 -0.943
H -2.577 -0.118 -4.943
H -1.310 -5.313 2.104
H -0.766 -4.063 4.163
H -2.516 -4.193 0.256
C -1.778 1.678 6.674
O 1.126 0.860 0.689
O -0.925 1.511 -4.310
C 4.589 -4.409 -3.708
H -8.331 0.602 1.593
H 0.152 -4.116 -4.057
C 4.974 3.049 -1.441
C 0.795 5.420 1.580
C -5.409 -0.781 2.593
H -2.045 1.736 -2.119
C 0.044 -1.982 -3.880
C -1.675 -2.245 3.485
H 0.183 2.011 5.861
N -1.572 1.504 -1.257
C -0.450 4.877 1.410
H -3.428 -2.352 -5.619
C 4.203 4.849 0.215
C -1.675 -3.370 -4.880
C 2.370 -2.759 -3.384
H 5.326 1.452 -2.813
C 4.379 -3.768 -2.495
H 6.119 -4.694 -1.637
C -2.655 -2.321 1.288
H -5.021 -1.681 3.056
C -3.403 0.753 5.163
H 1.356 -1.116 -2.617
C -3.066 1.226 6.424
C 1.877 4.880 0.861
H 5.450 -5.056 -3.827
Ti 0.280 1.213 -1.021
C -2.351 -1.612 2.451
C -1.607 -4.276 2.201
O 0.687 -1.061 1.837
P -2.757 0.137 2.476
C -0.389 0.561 -3.785
H -0.423 1.177 3.602
H -2.026 -4.359 -5.151
C 2.609 -3.396 -4.605
H -1.568 3.329 0.353
H -7.449 -1.433 2.684
H -1.421 -1.698 4.385
C 5.348 -3.975 -1.362
O 6.448 5.089 -0.311
N 0.390 3.295 -0.167
C -0.447 -3.239 -4.265
C -0.824 1.663 5.664
C 3.262 -2.940 -2.314
C -1.157 1.196 4.401
C 3.208 5.390 0.945
H 5.844 -3.040 -1.084
C -7.267 0.499 1.765
N 5.534 5.493 0.374
H 4.848 -4.342 -0.462
C -1.303 -3.577 3.359
C 3.055 -2.274 -0.978
C -0.763 -0.849 -4.127
C 3.704 -4.223 -4.759
H -4.349 2.144 1.254
H 0.957 6.249 2.258
H 3.927 -1.684 -0.684
H 3.877 -4.710 -5.711
H 3.417 6.227 1.593
C 3.284 1.513 -2.158
N 1.282 -1.882 -3.257
```

Computed properties:
Energy above the lowest of the compared OMol25 structures with the same formula, charge and spin = 0.0 kJ/mol
Multiplicity = 1
Orbital gap = 5.69 eV
Total energy = -104017.0715 eV
HOMO energy = -7.155 eV